{
  "formula": "C27H37Cl6Cu2N3O11Pd",
  "method": "ωB97M-V with the def2-TZVPD basis set",
  "multiplicity": 6,
  "total_charge": 1,
  "s_squared": 8.836,
  "homo_lumo_gap_ev": [2.86, 2.59],
  "fmax_ev_per_a": 4.94,
  "homo_ev": [-7.627, -9.185],
  "species": ["Cu", "Cu", "Pd", "C", "C", "C", "O", "C", "C", "C", "O", "O", "O", "H", "H", "C", "C", "C", "O", "C", "C", "C", "O", "O", "O", "H", "H", "Cl", "C", "C", "Cl", "H", "H", "H", "H", "Cl", "C", "C", "Cl", "H", "H", "H", "H", "Cl", "C", "C", "Cl", "H", "H", "H", "H", "C", "O", "N", "C", "C", "H", "H", "H", "H", "H", "H", "H", "C", "O", "N", "C", "C", "H", "H", "H", "H", "H", "H", "H", "C", "O", "N", "C", "C", "H", "H", "H", "H", "H", "H", "H"],
  "xyz": [[0.437, 5.400, 1.429], [1.539, -1.480, -3.710], [-2.764, 3.239, 2.303], [1.369, 1.765, -0.739], [0.303, 2.362, 0.023], [-1.132, 1.703, -0.050], [-1.979, 1.992, 0.786], [-1.333, 0.677, -1.083], [-0.294, 0.223, -1.860], [1.069, 0.805, -1.643], [2.106, 0.276, -2.235], [-0.542, -0.558, -2.847], [0.574, 3.342, 0.752], [2.408, 2.017, -0.585], [-2.360, 0.392, -1.255], [2.449, 3.246, 4.532], [2.518, 2.269, 5.463], [1.277, 1.352, 5.603], [1.321, 0.314, 6.441], [0.125, 1.364, 4.973], [-0.022, 2.497, 4.104], [1.212, 3.622, 3.973], [1.029, 4.682, 3.360], [-1.027, 2.650, 3.417], [3.725, 2.023, 5.914], [3.323, 3.829, 4.281], [-0.689, 0.662, 5.077], [2.434, 4.943, -4.061], [2.662, 3.750, -2.759], [4.178, 3.426, -2.639], [4.854, 2.907, -4.237], [2.030, 2.890, -2.982], [2.225, 4.272, -1.907], [4.353, 2.646, -1.897], [4.755, 4.285, -2.297], [4.375, -0.170, 1.480], [4.115, 1.343, 2.379], [5.399, 2.223, 2.384], [5.600, 3.135, 0.813], [3.909, 1.043, 3.406], [3.212, 1.788, 1.960], [6.284, 1.664, 2.690], [5.461, 2.837, 3.283], [-4.946, 0.561, -1.371], [-4.888, -1.268, -1.231], [-5.187, -1.538, 0.249], [-6.884, -1.035, 0.661], [-3.914, -1.666, -1.515], [-5.615, -1.660, -1.943], [-4.604, -0.879, 0.891], [-5.053, -2.587, 0.513], [0.106, -2.774, -6.471], [0.462, -2.566, -5.298], [-1.021, -2.256, -6.962], [-1.420, -2.586, -8.315], [-1.904, -1.526, -6.112], [0.600, -3.399, -7.232], [-2.287, -3.241, -8.406], [-0.613, -3.120, -8.816], [-1.768, -1.745, -8.916], [-2.945, -1.794, -6.291], [-1.735, -1.606, -5.038], [-1.772, -0.489, -6.419], [1.345, -3.750, -1.165], [1.201, -2.791, -1.947], [2.321, -3.880, -0.188], [2.393, -5.004, 0.720], [3.442, -2.979, 0.024], [0.714, -4.652, -1.177], [1.647, -5.794, 0.637], [2.514, -4.543, 1.701], [3.305, -5.585, 0.579], [3.480, -2.286, -0.816], [3.312, -2.467, 0.977], [4.306, -3.606, 0.244], [-3.472, 0.084, 3.177], [-3.655, 1.242, 2.798], [-4.465, -0.634, 3.769], [-4.308, -2.060, 3.949], [-5.717, -0.076, 4.252], [-2.553, -0.504, 3.030], [-4.170, -2.259, 5.012], [-3.391, -2.414, 3.477], [-5.190, -2.632, 3.661], [-5.858, 0.984, 4.040], [-6.567, -0.659, 3.898], [-5.731, -0.208, 5.334]]
}

{
  "formula": "C27H37N3O3PTeTm",
  "method": "ωB97M-V with the def2-TZVPD basis set",
  "multiplicity": 3,
  "total_charge": 2,
  "s_squared": 2.002,
  "homo_lumo_gap_ev": [5.47, 5.46],
  "fmax_ev_per_a": 3.02,
  "homo_ev": [-12.257, -12.257],
  "species": ["Tm", "O", "C", "C", "C", "C", "C", "C", "C", "O", "N", "N", "C", "C", "C", "C", "C", "C", "N", "H", "H", "H", "H", "H", "H", "H", "H", "H", "H", "C", "Te", "C", "H", "H", "H", "H", "H", "H", "C", "C", "O", "C", "C", "H", "H", "H", "H", "H", "H", "H", "H", "H", "H", "C", "P", "C", "C", "C", "C", "C", "C", "C", "H", "H", "H", "H", "H", "H", "H", "H", "H", "H", "H"],
  "xyz": [[-0.256, 0.112, 0.550], [-3.287, -2.790, -3.236], [-3.179, -1.588, -3.833], [-3.633, -1.434, -5.166], [-3.499, -0.209, -5.815], [-3.005, 0.915, -5.188], [-2.407, 0.707, -3.936], [-2.458, -0.507, -3.271], [-1.842, -0.692, -1.974], [-1.295, 0.354, -1.407], [-1.916, -1.893, -1.444], [-1.096, -1.996, -0.375], [-0.971, -3.151, 0.252], [-0.118, -3.107, 1.425], [0.224, -4.335, 2.079], [1.107, -4.320, 3.163], [1.649, -3.119, 3.563], [1.336, -1.963, 2.845], [0.467, -1.903, 1.812], [-2.655, -2.590, -2.298], [-4.129, -2.234, -5.636], [-3.947, -0.119, -6.802], [-3.013, 1.887, -5.621], [-1.910, 1.557, -3.443], [-1.410, -4.064, -0.138], [-0.247, -5.275, 1.754], [1.431, -5.257, 3.603], [2.290, -3.050, 4.430], [1.748, -1.008, 3.201], [-4.288, 0.896, 3.111], [-3.014, -0.597, 2.107], [-2.116, -1.044, 3.981], [-5.285, 0.441, 3.193], [-4.324, 1.802, 2.537], [-3.860, 1.014, 4.085], [-1.610, -0.138, 4.345], [-1.436, -1.844, 3.866], [-2.917, -1.371, 4.669], [-2.715, 2.950, -0.227], [-1.679, 3.256, 0.836], [-0.780, 2.111, 1.077], [0.167, 2.570, 2.094], [1.105, 1.453, 2.458], [-3.396, 3.806, -0.309], [-3.329, 2.048, -0.046], [-2.187, 2.906, -1.157], [-2.182, 3.532, 1.724], [-1.064, 4.128, 0.483], [-0.448, 3.036, 2.907], [0.742, 3.419, 1.686], [0.535, 0.488, 2.666], [1.642, 1.720, 3.387], [1.895, 1.341, 1.691], [1.933, 0.184, -2.696], [2.166, 0.045, -0.898], [2.795, -1.699, -0.813], [3.702, 0.958, -0.697], [4.729, 0.426, 0.123], [5.905, 1.144, 0.328], [6.037, 2.431, -0.245], [5.002, 2.959, -1.009], [3.780, 2.266, -1.164], [1.864, 1.236, -2.941], [0.955, -0.211, -2.984], [2.693, -0.373, -3.254], [3.557, -1.897, -1.602], [2.005, -2.394, -1.018], [3.268, -1.917, 0.141], [4.593, -0.534, 0.651], [6.711, 0.699, 0.862], [6.951, 3.026, -0.127], [5.022, 3.980, -1.395], [2.896, 2.823, -1.521]]
}

no.,E (Eh)
1,-8212.3018
2,-3135.1246